{"formula": "C3H8N3S", "method": "wB97M-V/def2-TZVPD", "spin_multiplicity": 1, "homo_lumo_gap_ha": 0.27504, "total_charge": 1, "e_lumo_ha": -0.1942, "energy_ha": -681.187719, "species": ["C", "C", "C", "N", "N", "N", "S", "H", "H", "H", "H", "H", "H", "H", "H"], "positions_angstrom": [[0.90599, -0.79989, 1.13282], [0.14443, 0.89384, -0.83083], [1.58036, -0.30423, 0.03204], [-0.23164, -0.25099, 1.48252], [2.69990, -0.36943, -0.60465], [-2.34878, -0.42065, -1.29384], [-0.97301, 0.78409, 0.58898], [1.34833, -1.48436, 1.88563], [0.47828, 1.95508, -1.02429], [-0.31707, 0.63004, -1.73713], [3.47449, -0.76903, -0.09534], [2.76773, 0.14344, -1.45866], [-1.87731, -0.31430, -2.12849], [-3.21533, 0.18458, -1.21798], [-2.70700, -1.32783, -1.25548]], "atomic_forces_ev_per_a": [[2.08, -0.75, 0.78], [2.81, 0.28, 2.96], [-4.69, 2.50, -2.42], [-0.80, 0.56, 0.38], [0.03, -0.36, 1.06], [-2.47, 1.74, 2.16], [0.19, 0.22, -0.42], [-0.19, 0.35, -0.80], [0.30, -1.11, 0.84], [-0.14, -1.17, -0.89], [0.55, -0.07, -0.56], [0.67, 0.04, -0.32], [0.55, 0.37, -2.33], [1.58, -0.71, -0.56], [-0.47, -1.90, 0.12]]}


{"formula": "C3H8N3S", "method": "wB97M-V/def2-TZVPD", "spin_multiplicity": 1, "homo_lumo_gap_ha": 0.32158, "total_charge": 1, "e_lumo_ha": -0.1429, "energy_ha": -681.242052, "species": ["C", "C", "C", "N", "N", "N", "S", "H", "H", "H", "H", "H", "H", "H", "H"], "positions_angstrom": [[-0.90917, -0.55232, -0.88945], [-2.17955, -0.01814, 1.27200], [-1.02916, 0.23477, 2.18223], [-1.71322, -0.55362, -0.01301], [0.06762, -0.63842, -1.59327], [2.44572, 0.20820, -1.20954], [0.49964, -0.03185, 1.84162], [-3.07405, -0.62891, 1.56178], [-2.68282, 0.91121, 1.17165], [-1.26573, 0.77499, 3.08596], [1.43073, -0.13180, -1.16361], [0.18114, -0.46463, -2.64429], [2.76571, 0.44577, -0.33211], [2.30084, 0.92980, -1.86514], [3.16231, -0.48504, -1.40483]], "atomic_forces_ev_per_a": [[-2.90, 0.66, 3.36], [-0.42, -1.42, -1.37], [-0.44, 0.01, 0.12], [-0.17, 0.11, -0.44], [2.81, 0.04, -4.56], [0.11, -1.67, -0.47], [0.76, -0.12, 0.08], [1.31, -0.06, 0.54], [-0.21, 1.35, -0.65], [-0.31, -0.11, 0.38], [-0.31, -1.32, 0.40], [-1.20, -0.50, 2.20], [0.30, 1.92, 2.61], [1.06, 1.46, -0.89], [-0.39, -0.35, -1.31]]}


{"formula": "C3H8N4", "method": "wB97M-V/def2-TZVPD", "spin_multiplicity": 1, "homo_lumo_gap_ha": 0.36811, "total_charge": 0, "e_lumo_ha": 0.0229, "energy_ha": -338.062867, "species": ["H", "N", "C", "C", "C", "N", "N", "N", "H", "H", "H", "H", "H", "H", "H"], "positions_angstrom": [[2.32757, -0.09423, 1.11972], [1.56813, -0.71735, 0.83652], [0.73360, -0.09572, 0.07651], [-0.58732, -0.85146, -0.34877], [-1.00967, -1.92165, 0.63973], [0.88091, 1.19371, -0.32979], [-0.15551, 1.93019, -0.90393], [0.10434, 3.10748, -0.65028], [-0.45991, 3.80726, -1.15271], [-1.42887, -0.17257, -0.51205], [-0.33607, -1.30477, -1.31295], [-0.23549, -2.68584, 0.75830], [-1.21047, -1.47981, 1.62209], [-1.91752, -2.42465, 0.29150], [1.72627, 1.70940, -0.13391]], "atomic_forces_ev_per_a": [[0.08, -0.14, -0.12], [-0.57, 0.75, -0.68], [-1.19, -2.11, 1.03], [1.12, 0.58, -0.04], [0.22, -0.28, 0.24], [-0.94, 0.00, -0.89], [1.18, 0.26, 0.72], [0.54, 1.22, -0.46], [-0.59, -0.96, 0.10], [0.40, 0.15, -0.05], [-0.19, 0.04, -0.04], [-0.10, 0.21, 0.06], [0.04, -0.14, -0.15], [0.08, 0.16, 0.01], [-0.09, 0.25, 0.27]]}


{"formula": "C3H8N4", "method": "wB97M-V/def2-TZVPD", "spin_multiplicity": 1, "homo_lumo_gap_ha": 0.30510, "total_charge": 0, "e_lumo_ha": 0.0378, "energy_ha": -337.998735, "species": ["C", "C", "C", "N", "N", "N", "N", "H", "H", "H", "H", "H", "H", "H", "H"], "positions_angstrom": [[-0.15003, -1.91519, 0.22490], [0.83163, 0.51602, 0.06646], [-0.13159, -0.43937, 0.05763], [-2.11815, 0.72808, -0.39050], [2.15711, 0.53458, -0.33485], [-1.21574, 0.39793, 0.53302], [0.16738, 1.59782, 0.62502], [-2.81024, 1.38754, -0.05581], [-1.76519, 0.91022, -1.33462], [2.56169, -0.37535, -0.50547], [2.74736, 1.12093, 0.23869], [0.17772, 2.44201, 0.04608], [-0.83873, -2.40345, -0.46918], [-0.46294, -2.18150, 1.24029], [0.84974, -2.32028, 0.05833]], "atomic_forces_ev_per_a": [[-0.20, 0.02, -0.18], [-0.48, -1.03, -0.27], [0.91, 0.39, -0.18], [-0.17, 0.07, -0.49], [-0.06, 0.13, 0.22], [1.01, 1.55, 0.74], [-0.70, -0.69, 0.06], [0.14, -0.13, -0.03], [-0.02, -0.06, 0.23], [-0.05, 0.06, 0.03], [-0.01, -0.06, 0.01], [-0.47, -0.16, -0.11], [0.07, -0.07, 0.01], [0.04, 0.02, -0.02], [-0.03, -0.02, -0.01]]}


{"formula": "C3H8N4", "method": "wB97M-V/def2-TZVPD", "spin_multiplicity": 1, "homo_lumo_gap_ha": 0.32548, "total_charge": 0, "e_lumo_ha": 0.0393, "energy_ha": -338.034063, "species": ["C", "N", "N", "C", "C", "N", "N", "H", "H", "H", "H", "H", "H", "H", "H"], "positions_angstrom": [[-1.51856, -0.49420, 0.18192], [-1.47294, 0.77406, -0.08528], [-0.23000, 1.29243, -0.47620], [0.78735, 1.03217, 0.51625], [1.70423, -0.09981, 0.09910], [0.80252, -1.12957, -0.45752], [-0.42784, -1.35548, 0.20266], [-2.42486, -0.86095, 0.53051], [-0.39917, 2.31142, -0.68678], [1.46389, 1.84838, 0.63117], [0.33001, 0.85848, 1.48321], [2.28488, 0.03066, -0.80985], [2.31887, -0.55369, 0.91390], [0.52328, -0.92617, -1.42557], [-0.63718, -2.40715, 0.29416]], "atomic_forces_ev_per_a": [[2.75, 2.32, -0.79], [-0.99, -1.40, -0.07], [-0.26, 1.53, -0.59], [1.34, 0.73, 0.01], [-1.87, -2.14, -0.36], [-0.84, -1.23, -1.06], [-0.50, -2.67, 0.96], [-1.50, -0.86, 0.46], [0.47, -1.68, 0.70], [0.11, 1.31, 0.18], [-0.03, -0.25, 0.28], [0.62, 0.96, 0.36], [-0.45, 0.59, -0.53], [0.78, 0.21, 0.60], [0.38, 2.57, -0.13]]}


{"formula": "C3H8N4", "method": "wB97M-V/def2-TZVPD", "spin_multiplicity": 1, "homo_lumo_gap_ha": 0.28383, "total_charge": 0, "e_lumo_ha": -0.0095, "energy_ha": -337.762247, "species": ["C", "C", "C", "H", "H", "H", "H", "H", "H", "H", "H", "N", "N", "N", "N"], "positions_angstrom": [[-0.21882, 0.07440, -0.10601], [-0.15183, 1.32904, -0.85208], [-1.21386, 2.26692, -0.47650], [2.65101, -1.25770, -0.62632], [1.40405, -1.72239, -2.02406], [0.40578, -1.84139, 0.44983], [0.88777, 1.40234, -1.43803], [-1.38626, 3.20310, -1.00973], [-1.97246, 2.32743, 0.39331], [-1.48799, -1.75805, 1.55539], [0.25401, -0.78940, 3.10676], [1.63074, -1.04635, -1.23976], [0.32722, -1.12235, -0.42068], [-0.63939, 0.07718, 1.14115], [-0.48995, -1.14279, 1.54671]], "atomic_forces_ev_per_a": [[1.60, 0.24, 2.39], [-1.99, 2.43, 1.30], [2.57, -1.18, -0.96], [-4.43, 0.28, -2.22], [1.32, 0.83, 1.54], [-0.50, 2.60, -1.87], [-3.12, 0.41, 0.61], [0.91, -0.11, -0.25], [1.45, -1.67, -1.46], [2.96, 2.27, 0.97], [-2.17, -1.38, -2.74], [0.28, -0.87, 1.03], [4.19, -2.43, -3.27], [-1.92, 2.71, -2.19], [-1.14, -4.14, 7.14]]}


{"formula": "C3H8N4", "method": "wB97M-V/def2-TZVPD", "spin_multiplicity": 1, "homo_lumo_gap_ha": 0.35365, "total_charge": 0, "e_lumo_ha": 0.0312, "energy_ha": -338.015254, "species": ["H", "N", "C", "N", "C", "N", "C", "N", "H", "H", "H", "H", "H", "H", "H"], "positions_angstrom": [[-3.37104, 1.30785, 1.14649], [-2.33541, 1.27381, 1.09297], [-2.09460, 0.05032, 1.26820], [-0.91043, -0.66126, 0.85672], [-0.33037, 0.05327, -0.03548], [0.94193, -0.02600, -0.32152], [1.65594, 0.37813, -1.52862], [1.46658, -1.21468, 0.18144], [-2.62110, -0.77841, 1.81164], [-0.72020, 0.86938, -0.56304], [1.32040, 1.57639, -1.79990], [2.82446, 0.38071, -1.40155], [1.40345, -0.46036, -2.26782], [0.70480, -1.80081, 0.47327], [2.06558, -0.94834, 1.08718]], "atomic_forces_ev_per_a": [[0.66, 0.79, 0.80], [-1.56, -0.15, -0.76], [1.38, -3.83, 0.40], [-1.18, 1.72, 0.61], [0.52, 1.64, -0.51], [2.00, -1.73, 0.27], [0.01, 1.99, -1.19], [3.97, 0.22, 2.49], [-0.94, 1.33, -0.40], [-1.58, 1.18, -0.54], [0.79, -3.75, 0.38], [-2.49, -0.02, 0.22], [0.49, 1.77, 0.28], [-0.27, -0.14, 0.41], [-1.80, -1.02, -2.47]]}


{"formula": "C3H8N4", "method": "wB97M-V/def2-TZVPD", "spin_multiplicity": 1, "homo_lumo_gap_ha": 0.30442, "total_charge": 0, "e_lumo_ha": 0.0056, "energy_ha": -337.921235, "species": ["H", "N", "C", "N", "C", "N", "C", "N", "H", "H", "H", "H", "H", "H", "H"], "positions_angstrom": [[0.11713, -1.89802, -2.32509], [-0.01939, -1.28116, -1.52539], [0.20788, -0.06541, -2.28758], [-0.06795, 1.09688, -1.67683], [-0.43577, 0.94881, -0.31405], [-0.22627, 0.26409, 0.87818], [0.56789, -1.03682, 0.88799], [-0.31508, 1.02057, 2.14553], [0.51519, 0.04131, -3.35542], [-1.37884, 1.74615, -0.00294], [1.41501, -1.15503, 0.26655], [0.91799, -0.79181, 2.04819], [-0.26172, -1.80833, 0.70504], [0.23748, 1.95587, 1.93084], [-1.27353, 0.96289, 2.62498]], "atomic_forces_ev_per_a": [[0.07, -1.15, 0.44], [0.75, 4.61, -5.94], [-0.85, -3.89, 3.59], [-0.93, -0.96, 4.30], [-3.30, 3.41, 0.37], [1.02, 0.70, -3.29], [-1.90, 1.34, 5.51], [0.78, 0.62, -1.89], [-0.17, -0.55, 0.89], [3.14, -1.55, -1.08], [0.43, 0.41, -0.64], [-0.52, -2.09, -2.68], [1.95, 0.73, 0.70], [-2.46, -2.35, 1.21], [1.98, 0.72, -1.51]]}